No. 1
{
  "formula": "C31H51N14O",
  "method": "ωB97M-V with the def2-TZVPD basis set",
  "symbols": ["N", "H", "C", "H", "H", "C", "C", "C", "C", "H", "C", "H", "H", "H", "N", "H", "C", "N", "H", "H", "H", "H", "C", "C", "H", "H", "N", "H", "C", "H", "H", "H", "H", "C", "N", "H", "H", "N", "H", "N", "H", "C", "H", "H", "C", "O", "H", "C", "N", "H", "C", "H", "N", "C", "H", "N", "H", "C", "H", "H", "C", "C", "H", "N", "H", "H", "N", "H", "H", "H", "H", "H", "C", "C", "C", "H", "H", "H", "C", "H", "C", "C", "H", "C", "C", "N", "N", "H", "H", "C", "C", "H", "C", "H", "H", "H", "C"],
  "coordinates": [[-11.4318, 1.3989, 4.5362], [-11.3723, 2.4767, 7.5398], [-11.3673, 1.4212, 5.6966], [5.0549, -2.2045, -2.6464], [-2.9413, 2.5791, 0.3559], [4.2024, -3.9009, 1.1641], [-2.6178, 0.6200, 1.1154], [-1.1329, -1.3283, -1.8685], [7.0552, -3.1317, -6.5986], [-10.3261, 1.0416, 7.5089], [3.0244, 5.4463, -4.6403], [-12.0895, 0.8528, 7.6118], [6.2775, -3.6746, -8.4984], [5.1736, -2.7131, -7.4959], [-10.0809, 6.1204, 11.1328], [10.3307, -1.1202, -1.0532], [-3.5177, 1.7660, 0.7980], [7.7155, -3.3540, -5.6674], [4.6255, -4.8807, 1.3854], [-10.8446, 4.9907, 3.1508], [2.9987, -2.4966, -1.4061], [6.5624, -1.9385, -8.2875], [8.2796, -1.6680, -1.1122], [-5.7296, -1.2043, 2.7988], [-9.4776, 6.0777, 7.9988], [-4.2861, 1.4492, 0.0924], [5.7861, -1.9945, 2.1092], [3.2174, -3.8265, 1.6263], [9.3584, -0.6743, -0.8486], [-0.3503, -2.4057, -0.0988], [4.7344, 4.3715, -3.9769], [-1.2057, -0.4691, -1.1296], [-6.2783, -1.7776, 3.5463], [10.9918, -0.3428, 2.4090], [-5.0314, 2.5488, 7.6096], [-6.5450, 2.2482, 4.8143], [1.6638, -1.7196, -0.4230], [0.0377, -1.0394, -2.7642], [-3.9978, 2.1234, 1.7094], [11.3190, -0.6399, 1.3343], [11.4526, 0.2252, 4.4033], [10.5724, 0.0383, 3.7878], [9.9899, -0.7684, 4.2331], [5.0652, -4.9554, -12.7893], [-8.8091, 6.3469, 8.8160], [-0.4458, -3.7956, -1.6765], [1.3354, -4.2731, -2.7123], [-5.7165, 2.7768, 6.6993], [4.3807, 0.6460, -3.9088], [5.5658, -6.0513, -11.4843], [-11.2835, 1.4498, 7.1847], [-5.6605, -1.7886, 1.8810], [7.4384, -2.4439, -1.3177], [5.1467, -5.0702, -11.7084], [1.7704, -1.9266, -3.5894], [-1.9168, -0.2751, 1.3631], [-7.6270, 3.1897, 5.8621], [6.2137, -2.8467, -7.7971], [4.0989, -3.7942, 0.0846], [3.8116, 3.5741, -5.2668], [1.1562, -2.0370, -2.6350], [6.0287, -4.0044, -11.1521], [-9.5806, 3.7728, 2.8775], [-9.4400, 4.5183, 5.9786], [3.1813, 3.5954, -3.6077], [9.9629, 0.9414, 3.7526], [2.4709, 6.4427, -4.8627], [9.2231, 0.1977, -1.4901], [-2.1010, -1.4152, -2.4574], [-1.9994, -2.9633, -0.5756], [5.6980, -2.2397, -4.3016], [-4.7243, -1.0029, 3.1706], [0.5186, -3.4824, -2.6864], [-9.8553, 4.3261, 4.9094], [-10.3891, 4.0800, 3.5418], [-0.3090, -1.1417, -3.7354], [9.3242, -0.3600, 0.1915], [2.5712, -0.7092, -1.6127], [-9.5235, 6.2196, 10.1186], [-8.4717, 7.3744, 8.6772], [4.9312, -0.3551, -3.6864], [-0.9959, -2.6569, -1.0032], [-11.1408, 3.2906, 3.5775], [5.6200, -1.6447, -3.3908], [-6.5951, 3.0693, 5.5307], [6.7174, -3.1748, -10.7184], [-6.9874, 1.0823, 2.3180], [6.6173, -1.4530, -3.0071], [-0.0093, -3.5764, -3.6978], [-6.4365, 0.0809, 2.5284], [5.0939, -2.8297, 1.6956], [0.4038, -0.0774, -2.6936], [3.7330, 4.1655, -4.3547], [-6.2692, 3.9880, 5.0422], [4.1532, -4.9967, -11.2657], [-7.9443, 5.6833, 8.8011], [2.1534, -1.7572, -1.4422]],
  "forces_ev_per_a": [[0.0, -0.2, 1.9], [0.0, -0.1, -0.1], [0.0, -0.1, -0.7], [0.1, 0.1, 0.0], [0.0, -0.1, 0.1], [0.5, 0.6, 0.3], [0.5, -0.6, 0.2], [-1.8, -0.1, 1.7], [0.5, -0.1, 0.6], [-0.1, 0.0, -0.1], [-0.3, 0.6, -0.1], [0.0, 0.0, -0.1], [0.1, 0.1, 0.1], [0.1, 0.0, 0.1], [0.8, 0.1, -1.5], [-0.1, 0.0, 0.1], [0.5, -0.5, 0.2], [-1.1, 0.4, -1.4], [0.0, 0.1, 0.0], [0.1, 0.0, 0.1], [-1.0, 0.7, -0.3], [0.0, -0.1, 0.0], [-0.5, -0.5, -0.1], [-0.4, 0.7, -0.1], [0.1, 0.0, 0.1], [0.0, 0.0, 0.1], [-1.1, -1.2, -0.6], [0.1, 0.0, 0.0], [-0.7, -0.5, -0.4], [-0.8, -0.3, -1.1], [-0.1, 0.0, 0.0], [-0.1, -1.1, -0.9], [0.0, 0.1, -0.1], [0.3, -0.2, -0.6], [-1.0, 0.3, -1.4], [0.0, 0.0, 0.1], [0.4, -0.3, -1.2], [-0.1, -0.5, -0.9], [0.0, -0.1, -0.1], [-0.3, 0.5, 1.8], [0.0, 0.0, -0.1], [0.2, -0.2, -0.7], [0.0, 0.0, -0.1], [0.0, 0.0, 0.1], [-0.4, 0.0, 0.7], [0.3, 1.0, -0.3], [-1.0, 1.1, 0.3], [0.5, -0.1, 0.6], [0.7, -1.5, 0.4], [0.0, 0.1, 0.0], [-0.1, 0.0, -0.7], [0.0, 0.1, 0.0], [1.4, 1.1, 0.6], [0.5, 0.5, 0.3], [-0.8, -0.2, 1.2], [-1.1, 1.3, -0.6], [0.2, 0.0, 0.0], [0.4, -0.1, 0.9], [0.1, 0.0, 0.1], [0.0, 0.0, 0.1], [1.9, -1.6, -0.1], [0.5, 0.6, 0.2], [0.0, 0.0, 0.1], [-0.8, -0.3, -1.6], [0.1, 0.0, -0.1], [0.1, -0.1, 0.0], [0.8, -1.5, 0.3], [-0.1, -0.1, 0.0], [1.5, 0.4, 0.4], [1.1, 0.5, -0.8], [0.1, 0.1, 0.0], [-0.1, 0.0, 0.0], [0.0, 0.0, -1.2], [0.1, 0.2, 0.6], [0.2, 0.3, 0.5], [0.3, 0.2, 0.5], [0.0, -0.1, -0.1], [-0.2, -1.4, 0.2], [-0.3, 0.0, 0.6], [0.0, -0.1, 0.1], [-0.5, 0.6, -0.1], [0.7, 0.5, 1.1], [0.2, 0.1, 0.0], [-0.6, 0.9, -0.6], [0.5, -0.3, 0.6], [-1.1, -1.3, -0.9], [0.9, -1.4, 0.3], [-0.2, 0.0, -0.1], [0.6, 0.2, 1.1], [-0.4, 0.6, -0.1], [0.4, 0.5, 0.2], [-0.3, -0.4, 0.2], [-0.4, 0.7, -0.2], [0.0, 0.0, 0.1], [0.1, 0.0, 0.0], [-0.1, 0.0, 0.0], [-0.6, 1.3, 0.2]],
  "e_homo_ev": -12.325,
  "lumo_energy_ev": -3.33,
  "charge": 1,
  "energy_ev": -55871.06977,
  "homo_lumo_gap_ev": 9.00
}

No. 2
{
  "formula": "C32H45N3O5ReS2Se2",
  "method": "ωB97M-V with the def2-TZVPD basis set",
  "symbols": ["H", "H", "H", "Re", "Se", "H", "C", "H", "C", "H", "C", "C", "H", "C", "O", "C", "H", "C", "H", "S", "H", "N", "C", "C", "C", "H", "O", "C", "H", "C", "C", "C", "C", "O", "C", "C", "N", "H", "C", "H", "C", "H", "H", "H", "C", "H", "H", "Se", "H", "H", "H", "H", "C", "N", "C", "H", "H", "H", "H", "C", "H", "C", "H", "H", "C", "H", "C", "H", "H", "H", "O", "H", "C", "H", "H", "H", "C", "C", "C", "C", "H", "H", "O", "H", "H", "H", "H", "H", "C", "S"],
  "coordinates": [[-1.9037, -2.7603, -2.1562], [2.1743, -5.0443, -0.0919], [-0.1300, 3.1465, 0.0684], [0.9609, -0.6462, -1.1113], [2.2451, -2.8551, -1.2381], [-1.7755, 4.5269, -6.0020], [-0.0056, -1.8359, 3.9945], [6.0061, 3.1542, -0.5009], [-0.9219, -1.2701, 1.7504], [1.7521, -4.6496, -2.8979], [-0.8766, -2.8335, 4.7560], [2.5445, 5.5244, -1.4419], [4.2582, -0.4412, -4.8108], [4.2532, 2.2919, 0.4024], [2.0775, 1.5007, 2.3703], [3.9131, 0.9246, -1.9176], [1.7257, -2.5711, -4.3166], [2.1849, 0.9934, 1.1888], [-2.6063, -1.2849, -2.8868], [0.6669, 2.1982, -2.5679], [2.3565, -3.7502, 1.1027], [3.0346, 0.7421, -0.9399], [1.2077, 3.5507, -1.5785], [0.6305, 3.8031, -0.3357], [-4.1513, -0.4687, 1.2632], [-0.2360, -0.8021, 4.2587], [4.4790, 0.1223, -4.0474], [-3.1969, 2.9995, -3.3242], [0.8242, -4.0935, 5.1519], [3.5872, 0.0975, -3.1077], [-0.9210, -5.0476, 5.9826], [-1.8481, 3.9638, -5.0816], [1.8086, -4.0672, 0.2179], [2.5348, -0.5330, -3.1233], [2.1665, 4.3840, -2.1416], [1.0330, 4.9375, 0.3527], [-1.8400, -0.4700, 2.2279], [-3.9957, -2.3854, 3.2455], [-2.8581, 0.3100, 1.4817], [0.5909, 5.1698, 1.3131], [0.8403, -2.9161, -3.7921], [-3.0429, 1.2099, 2.0679], [-3.9753, 4.1632, -4.9457], [-1.9933, -5.1285, 5.7997], [1.1622, -3.7826, -2.5981], [-1.9719, -0.4958, 3.2329], [0.2688, 3.6205, -4.9536], [-0.1546, -1.2970, -3.3190], [-3.7034, -0.9238, 4.2243], [-0.2743, -4.7511, 3.9493], [-1.0800, -2.4148, 5.7448], [0.7335, -4.0838, 0.3781], [-4.4477, -1.4657, 3.6285], [-0.1296, -1.9815, 2.5243], [-5.0359, -0.6153, 2.5014], [-4.7114, 0.0640, 0.4911], [2.5972, 4.1696, -3.1137], [1.0488, -1.9886, 4.2247], [0.4896, -2.6290, 2.0679], [-3.0868, 3.7446, -4.4921], [-0.5075, -6.0528, 6.0272], [5.1690, 2.4798, -0.6285], [-0.7888, -4.5880, 6.9623], [-3.9066, -1.4574, 0.8570], [-0.6994, 3.4530, -4.4955], [-1.8450, -2.9247, 4.2544], [-0.2355, -4.2130, 4.9043], [-5.2935, 0.3773, 2.8795], [0.2114, -3.4598, -4.4981], [-5.2239, -1.7559, 4.3341], [1.4018, 0.0817, 0.8781], [-5.9778, -1.0601, 2.1806], [-0.8342, 2.7337, -3.3145], [2.7125, 2.2059, 2.5781], [4.3858, 2.8245, 1.3365], [0.2675, -4.1299, -2.0817], [-2.0622, 2.4841, -2.7138], [-1.8998, -2.1007, -3.0172], [5.0048, 1.7753, -1.8131], [3.2098, 1.4069, 0.1983], [-2.1314, 1.9188, -1.7945], [3.2708, 6.2025, -1.8701], [0.1638, 1.1519, -1.4728], [-2.4082, 0.6105, 0.5363], [-2.1286, -2.6444, -3.9320], [5.7034, 1.8760, -2.6335], [2.2485, 6.7077, 0.3182], [-4.1696, 2.8270, -2.8835], [1.9744, 5.8015, -0.2063], [-0.8943, -1.5607, -0.0190]],
  "forces_ev_per_a": [[0.0, 0.0, 0.0], [0.0, 0.0, 0.0], [0.0, 0.0, 0.0], [0.2, 0.5, 0.7], [0.2, -0.4, 0.0], [0.0, 0.0, 0.0], [-0.2, -0.1, -0.1], [0.0, 0.0, 0.0], [-0.1, -0.1, -0.1], [0.0, 0.0, 0.0], [0.0, 0.0, 0.1], [0.0, 0.0, 0.0], [0.0, 0.0, 0.0], [0.1, 0.1, 0.0], [0.0, 0.0, 0.0], [0.0, 0.0, 0.1], [0.0, 0.0, 0.0], [0.0, -0.1, 0.0], [0.0, 0.0, 0.0], [0.0, -0.1, 0.0], [0.0, 0.0, 0.0], [0.1, -0.1, -0.2], [-0.1, 0.0, 0.2], [0.1, 0.1, 0.0], [0.0, 0.0, 0.1], [0.0, 0.0, -0.1], [0.0, 0.0, 0.0], [0.0, -0.1, 0.1], [0.0, 0.0, 0.1], [-0.1, 0.0, -0.1], [0.0, 0.1, 0.0], [0.0, 0.0, 0.0], [0.0, 0.0, 0.0], [0.1, -0.1, -0.1], [0.0, 0.0, 0.1], [0.0, 0.0, 0.0], [0.0, 0.2, 0.1], [0.0, 0.0, 0.0], [0.1, -0.1, 0.0], [0.0, 0.0, 0.0], [0.1, 0.0, 0.1], [0.0, 0.0, 0.0], [0.0, 0.0, 0.0], [0.0, 0.0, 0.0], [-0.1, -0.1, 0.0], [-0.1, 0.0, 0.0], [0.0, 0.0, 0.0], [-0.1, -0.3, -0.3], [0.0, 0.0, 0.0], [0.0, 0.0, 0.0], [0.1, 0.0, 0.0], [0.0, 0.0, 0.0], [0.0, 0.1, 0.0], [0.3, 0.3, 0.0], [0.0, 0.0, 0.0], [0.0, 0.0, 0.0], [0.0, 0.0, 0.0], [0.0, 0.0, 0.0], [0.0, 0.0, 0.0], [0.0, 0.0, 0.0], [0.0, 0.0, 0.0], [0.0, 0.0, 0.0], [0.0, 0.0, 0.0], [0.0, 0.0, 0.0], [0.0, 0.0, -0.1], [0.0, 0.0, 0.1], [0.0, -0.1, 0.0], [0.0, 0.0, 0.0], [0.0, 0.0, 0.0], [0.0, 0.0, 0.0], [0.0, 0.1, 0.0], [0.0, 0.0, 0.0], [-0.1, -0.1, 0.1], [0.0, 0.0, 0.0], [0.0, 0.0, 0.0], [0.0, 0.0, 0.0], [-0.1, 0.2, -0.1], [0.0, 0.0, 0.0], [0.0, 0.0, 0.0], [-0.1, -0.1, 0.1], [0.0, 0.0, 0.0], [0.0, 0.0, 0.0], [0.0, 0.3, -0.1], [0.0, 0.0, 0.0], [0.0, 0.0, 0.0], [0.0, 0.0, 0.0], [0.0, 0.0, 0.0], [0.0, 0.0, 0.0], [0.0, 0.0, 0.0], [-0.1, -0.2, -0.2]],
  "e_homo_ev": [-18.919, -18.921],
  "s_squared": 3.78,
  "spin_multiplicity": 4,
  "lumo_energy_ev": [-11.76, -12.75],
  "charge": 4,
  "energy_ev": -203079.12457,
  "homo_lumo_gap_ev": [7.16, 6.17]
}